Entry 1:
Density functional theory data (wB97M-V/def2-TZVPD) for C27H35KN6O8 as an isolated structure.

total charge: -2
relative energy (zero: lowest compared OMol25 entry of this formula, charge and spin): 116.1 kJ/mol
spin multiplicity: 1

Element x y z (Å)
K  -0.004  0.468  0.226
O  0.771  3.882  2.714
C  0.974  3.165  1.722
O  1.452  1.993  1.699
C  0.742  3.849  0.333
C  1.758  3.374  -0.723
C  1.960  4.461  -1.790
C  0.623  4.362  -2.569
C  -0.067  3.203  -1.831
O  1.045  2.370  -1.469
C  -0.597  3.679  -0.463
C  -1.756  2.780  0.052
O  -2.677  2.588  -0.790
O  -1.707  2.326  1.204
H  0.887  4.913  0.532
H  2.659  2.937  -0.304
H  2.809  4.216  -2.431
H  2.132  5.443  -1.347
H  0.791  4.104  -3.616
H  0.031  5.277  -2.530
H  -0.787  2.635  -2.414
H  -1.073  4.657  -0.582
O  1.244  -4.436  -2.049
C  1.284  -3.221  -1.825
N  0.600  -2.220  -2.376
C  0.129  -2.234  -3.621
O  0.550  -2.840  -4.613
C  -1.019  -1.246  -3.859
C  -1.665  -1.299  -5.094
C  -2.706  -0.426  -5.350
C  -3.065  0.484  -4.369
C  -2.368  0.470  -3.168
N  -1.371  -0.377  -2.909
C  2.188  -2.760  -0.679
C  2.992  -3.695  -0.024
C  3.765  -3.281  1.047
C  3.711  -1.949  1.442
C  2.900  -1.090  0.716
N  2.165  -1.481  -0.328
H  -1.315  -2.027  -5.813
H  -3.225  -0.451  -6.302
H  -3.868  1.196  -4.516
H  -2.608  1.184  -2.384
H  2.965  -4.718  -0.374
H  4.396  -3.988  1.577
H  4.275  -1.580  2.289
H  2.820  -0.041  0.997
C  -6.527  -1.363  0.145
C  -5.471  -0.268  0.276
C  -5.264  0.418  -1.079
C  -5.911  0.763  1.310
N  -4.257  -0.940  0.771
N  -3.128  -0.107  1.003
H  -7.463  -0.952  -0.240
H  -6.713  -1.830  1.114
H  -6.190  -2.138  -0.549
H  -6.202  0.866  -1.425
H  -4.936  -0.306  -1.829
H  -4.518  1.213  -1.012
H  -6.871  1.199  1.022
H  -5.181  1.570  1.384
H  -6.018  0.293  2.291
H  -3.964  -1.628  0.086
H  -3.200  0.298  1.927
H  -3.081  0.692  0.368
C  -0.142  -2.693  4.917
N  0.033  -2.881  3.502
C  0.738  -4.057  3.049
C  -0.354  -1.931  2.608
O  -0.182  -2.008  1.413
H  -0.736  -3.504  5.352
H  -0.659  -1.751  5.098
H  0.823  -2.660  5.433
H  0.205  -4.964  3.351
H  1.749  -4.086  3.468
H  0.809  -4.022  1.965
H  -0.851  -1.069  3.082

For reference, the Löwdin charges in units of e are: 0.789, -0.046, -0.688, -0.161, -0.110, -0.270, -0.114, -0.106, -0.268, -0.113, -0.104, -0.687, -0.081, -0.053, 0.131, 0.150, 0.101, 0.103, 0.103, 0.105, 0.134, 0.143, -0.004, -0.473, 0.154, -0.476, -0.009, -0.184, -0.032, -0.097, -0.084, -0.147, 0.140, -0.197, -0.032, -0.103, -0.081, -0.140, 0.099, 0.100, 0.090, 0.093, 0.070, 0.103, 0.091, 0.092, 0.094, -0.071, -0.645, -0.049, -0.056, -0.085, 0.020, 0.072, 0.071, 0.075, 0.078, 0.078, 0.050, 0.075, 0.080, 0.077, 0.103, 0.066, 0.030, -0.074, -0.192, -0.044, -0.309, -0.024, 0.081, 0.085, 0.084, 0.085, 0.085, 0.081, 0.143

=====

Entry 2:
Density functional theory data (wB97M-V/def2-TZVPD) for C22H33Cl2N4O3Tb as an isolated structure in a non-equilibrium geometry.

E_tot: -3047.7690 a.u.
spin multiplicity: 7

Element x y z (Å)
O  -0.605  1.910  -2.644
C  -0.795  3.142  -2.765
C  -1.010  3.875  -4.011
C  -0.740  3.393  -5.325
H  -0.264  2.422  -5.450
C  -1.078  4.176  -6.432
H  -0.891  3.805  -7.441
C  -1.670  5.435  -6.280
H  -1.939  6.051  -7.140
C  -1.882  5.936  -4.987
H  -2.317  6.928  -4.846
C  -1.560  5.164  -3.868
H  -1.725  5.553  -2.855
H  -0.956  3.710  -1.836
C  1.801  3.391  -0.401
C  1.266  2.444  0.550
H  2.452  4.160  0.038
H  0.963  3.886  -0.917
H  2.345  2.861  -1.200
C  1.264  2.048  1.797
C  2.302  2.301  2.894
H  0.453  1.406  2.189
H  2.823  3.255  2.735
H  3.051  1.495  2.966
H  1.776  2.331  3.859
Tb  -0.488  0.490  -0.845
Cl  1.336  -0.454  -2.412
Cl  -2.097  2.384  -0.029
C  2.007  -1.381  0.549
O  0.832  -0.943  0.656
N  2.494  -2.405  1.260
C  1.688  -3.169  2.205
C  3.867  -2.843  1.080
H  2.703  -0.926  -0.177
H  0.660  -2.813  2.164
H  2.110  -3.053  3.213
H  1.754  -4.234  1.944
H  4.338  -2.185  0.345
H  3.913  -3.882  0.734
H  4.419  -2.799  2.029
H  -3.496  -1.143  4.490
H  -5.663  -0.350  3.109
C  -2.986  -0.322  3.984
C  -4.976  0.417  2.712
N  -3.606  -0.079  2.696
H  -1.943  -0.563  3.832
C  -2.926  -0.177  1.539
O  -1.692  -0.337  1.442
H  -5.255  0.665  1.678
H  -3.574  -0.072  0.642
H  -3.088  0.563  4.615
H  -5.051  1.316  3.347
N  -3.877  -4.872  -2.597
C  -3.127  -3.816  -2.187
C  -2.585  -3.787  -0.871
C  -1.870  -2.658  -0.471
N  -1.694  -1.583  -1.284
C  -2.139  -1.646  -2.562
C  -2.865  -2.722  -3.046
H  -4.091  -5.655  -1.990
H  -4.290  -4.910  -3.512
H  -2.714  -4.598  -0.161
H  -1.438  -2.577  0.527
H  -1.871  -0.778  -3.181
H  -3.224  -2.705  -4.078

For reference, the Löwdin charges in units of e are: -0.248, -0.207, -0.164, 0.004, 0.122, -0.078, 0.105, -0.071, 0.107, -0.072, 0.107, -0.020, 0.126, 0.053, -0.204, -0.317, 0.055, 0.032, 0.068, -0.311, -0.138, 0.047, 0.055, 0.050, 0.046, 1.159, -0.128, -0.053, -0.299, -0.204, -0.176, -0.023, -0.046, 0.098, 0.080, 0.096, 0.092, 0.093, 0.091, 0.093, 0.089, 0.090, -0.030, -0.046, -0.182, 0.086, -0.366, -0.153, 0.090, 0.117, 0.094, 0.097, 0.118, -0.305, 0.002, -0.112, -0.110, -0.138, -0.007, 0.109, 0.102, 0.107, 0.101, 0.107, 0.115

=====

Entry 3:
Density functional theory data (wB97M-V/def2-TZVPD) for an isolated ion of composition C2H3N2O2 and charge -1 in a non-equilibrium geometry.

total charge: -1
relative energy (zero: lowest compared OMol25 entry of this formula, charge and spin): 307.7 kJ/mol
spin multiplicity: 1

Element x y z (Å)
O  -1.492  -1.607  2.980
N  -0.505  -0.941  2.556
N  -0.790  -0.681  1.048
C  0.138  -0.122  0.216
C  1.483  0.171  0.398
O  2.391  -0.282  1.074
H  -1.616  -1.254  0.879
H  -0.122  0.231  -0.762
H  1.870  0.957  -0.439

For reference, the Löwdin charges in units of e are: -0.288, -0.109, -0.022, -0.235, -0.478, -0.103, 0.092, 0.047, 0.096

=====

Entry 4:
Density functional theory data (wB97M-V/def2-TZVPD) for a 9-piece molecular cluster, C34H93N7O11 overall in a non-equilibrium geometry.

relative energy (zero: lowest compared OMol25 entry of this formula, charge and spin): 69.1 kJ/mol
spin multiplicity: 1

Element x y z (Å)
C  -0.812  -2.257  3.873
O  -1.882  -3.252  4.184
C  -1.400  -4.533  4.465
C  -2.592  -5.564  4.568
C  -3.663  -5.030  5.512
N  -2.053  -6.752  5.148
H  -0.142  -2.434  3.032
H  -0.146  -2.093  4.721
H  -1.276  -1.315  3.580
H  -0.655  -4.969  3.800
H  -0.877  -4.464  5.418
H  -2.886  -5.707  3.528
H  -3.856  -3.981  5.287
H  -3.417  -4.979  6.573
H  -4.577  -5.624  5.494
H  -2.739  -7.488  5.235
H  -1.277  -7.235  4.719
C  3.247  1.192  0.784
O  3.905  1.712  -0.320
C  5.365  1.668  -0.209
C  5.976  2.588  0.845
C  5.766  4.100  0.635
N  7.427  2.337  0.842
H  3.526  1.590  1.759
H  3.341  0.106  0.800
H  2.175  1.381  0.736
H  5.660  0.644  0.018
H  5.723  1.795  -1.230
H  5.621  2.391  1.856
H  4.729  4.410  0.767
H  6.256  4.379  -0.298
H  6.354  4.570  1.422
H  7.475  1.379  1.158
H  7.929  2.945  1.473
C  -3.680  3.666  -6.405
O  -4.142  2.531  -5.596
C  -3.518  2.511  -4.331
C  -4.296  1.523  -3.426
C  -5.672  2.013  -3.052
N  -3.623  1.306  -2.198
H  -4.153  3.732  -7.384
H  -2.602  3.567  -6.533
H  -3.827  4.613  -5.886
H  -2.547  2.030  -4.447
H  -3.419  3.529  -3.954
H  -4.333  0.537  -3.891
H  -6.306  1.241  -2.616
H  -6.220  2.327  -3.940
H  -5.634  2.869  -2.378
H  -3.879  0.425  -1.775
H  -3.903  2.015  -1.535
C  -6.580  0.943  2.915
O  -6.092  -0.229  2.338
C  -5.413  -0.013  1.116
C  -4.960  -1.369  0.546
C  -3.868  -2.078  1.334
N  -4.496  -1.282  -0.811
H  -7.248  0.734  3.751
H  -7.261  1.470  2.248
H  -5.770  1.609  3.213
H  -6.046  0.450  0.359
H  -4.605  0.713  1.209
H  -5.831  -1.988  0.333
H  -2.966  -1.466  1.359
H  -3.655  -3.046  0.881
H  -4.154  -2.387  2.339
H  -5.258  -1.197  -1.468
H  -3.995  -2.120  -1.069
C  2.835  -3.126  -5.890
O  2.888  -2.350  -4.613
C  3.554  -1.082  -4.722
C  3.342  -0.326  -3.422
C  1.801  -0.197  -3.143
N  3.844  1.026  -3.327
H  2.323  -2.648  -6.726
H  2.172  -3.974  -5.715
H  3.826  -3.493  -6.154
H  4.566  -1.452  -4.886
H  3.269  -0.540  -5.624
H  3.767  -0.855  -2.569
H  1.279  -1.099  -2.822
H  1.425  0.322  -4.024
H  1.593  0.462  -2.300
H  3.802  1.377  -2.381
H  3.203  1.708  -3.708
C  3.422  -3.944  5.039
O  3.755  -3.983  3.678
C  5.127  -4.254  3.563
C  5.480  -4.222  2.060
N  5.207  -2.912  1.522
C  5.129  -2.902  0.058
C  3.661  -3.236  -0.338
O  2.735  -2.446  0.422
C  1.373  -2.788  0.214
H  2.404  -3.577  5.169
H  4.051  -3.374  5.722
H  3.483  -4.993  5.329
H  5.339  -5.255  3.937
H  5.820  -3.613  4.108
H  4.910  -5.008  1.564
H  6.539  -4.434  1.911
H  4.242  -2.772  1.787
H  5.862  -3.645  -0.257
H  5.396  -1.961  -0.423
H  3.517  -4.311  -0.231
H  3.621  -3.064  -1.414
H  1.071  -2.816  -0.833
H  0.764  -2.059  0.748
H  1.190  -3.755  0.684
C  3.373  4.456  -2.561
O  2.223  3.687  -2.922
C  1.129  3.779  -2.040
C  -0.106  3.426  -2.839
N  -1.222  3.141  -1.922
C  -1.978  4.384  -1.616
C  -2.840  4.300  -0.307
O  -3.959  3.562  -0.575
C  -4.920  3.547  0.489
H  3.865  3.951  -1.730
H  3.126  5.395  -2.065
H  4.105  4.582  -3.359
H  0.994  4.792  -1.659
H  1.291  3.075  -1.223
H  0.157  2.500  -3.351
H  -0.313  4.158  -3.620
H  -1.841  2.358  -2.077
H  -2.488  4.751  -2.507
H  -1.232  5.156  -1.427
H  -3.112  5.313  -0.009
H  -2.263  3.850  0.501
H  -5.207  4.507  0.919
H  -4.551  2.880  1.268
H  -5.847  3.088  0.147
C  -0.843  0.556  0.264
O  -0.524  1.941  0.474
H  -1.854  0.320  -0.069
H  -0.099  0.164  -0.429
H  -0.582  0.099  1.218
H  -0.592  2.436  -0.345
C  -2.471  1.624  3.634
O  -2.071  2.638  2.692
H  -1.720  1.477  4.411
H  -3.416  2.050  3.970
H  -2.674  0.683  3.121
H  -1.396  2.257  2.127

Results of the Löwdin charge analysis, in e, for atoms 1 through 99: -0.041, -0.192, -0.230, -0.426, -0.062, 0.013, 0.065, 0.081, 0.057, 0.116, 0.119, 0.131, 0.068, 0.081, 0.073, 0.073, 0.072, -0.111, -0.220, -0.154, -0.439, -0.057, 0.029, 0.086, 0.080, 0.075, 0.111, 0.125, 0.122, 0.077, 0.082, 0.067, 0.068, 0.068, -0.072, -0.191, -0.201, -0.414, -0.055, 0.035, 0.083, 0.079, 0.078, 0.120, 0.105, 0.145, 0.072, 0.074, 0.071, 0.027, 0.039, -0.118, -0.160, -0.192, -0.415, -0.042, 0.013, 0.090, 0.085, 0.076, 0.116, 0.106, 0.138, 0.066, 0.077, 0.080, 0.083, 0.083, -0.064, -0.222, -0.196, -0.395, -0.045, 0.050, 0.078, 0.075, 0.079, 0.117, 0.122, 0.124, 0.062, 0.079, 0.055, 0.029, 0.050, -0.114, -0.178, -0.234, -0.221, -0.065, -0.175, -0.197, -0.206, -0.087, 0.079, 0.090, 0.088, 0.117, 0.123

=====

Entry 5:
Density functional theory data (wB97M-V/def2-TZVPD) for a 4-piece molecular cluster, C2H14NO3S2 overall in a non-equilibrium geometry.

total charge: +1
relative energy (zero: lowest compared OMol25 entry of this formula, charge and spin): 193.2 kJ/mol
spin multiplicity: 1

Element x y z (Å)
N  0.959  0.221  0.450
C  0.661  -1.123  -0.155
C  1.756  -1.828  -0.797
S  1.167  -3.557  -1.235
S  -0.892  -3.560  -1.839
H  1.640  0.268  1.137
H  0.181  0.682  1.089
H  1.173  0.949  -0.259
H  -0.174  -0.859  -0.966
H  0.195  -1.765  0.600
H  2.124  -1.201  -1.684
H  2.735  -2.161  -0.300
H  -1.623  -3.877  -0.718
H  0.024  2.038  -2.433
H  0.556  2.678  -3.692
O  0.115  1.917  -3.325
H  -1.276  1.574  2.882
H  -0.278  0.786  3.805
O  -0.610  0.989  2.845
H  -3.413  2.177  1.719
H  -2.566  3.312  1.334
O  -2.454  2.342  1.540

For reference, the Löwdin charges in units of e are: 0.170, -0.314, -0.547, 0.467, 0.331, 0.122, 0.168, 0.173, 0.157, 0.121, 0.110, 0.103, -0.168, -0.041, 0.047, -0.004, -0.070, 0.139, -0.052, 0.082, 0.088, -0.082

=====

Entry 6:
Density functional theory data (wB97M-V/def2-TZVPD) for C3H8ClN2 as an isolated structure in a non-equilibrium geometry.

total charge: +1
relative energy (zero: lowest compared OMol25 entry of this formula, charge and spin): 296.1 kJ/mol
spin multiplicity: 1

Element x y z (Å)
C  -1.410  0.293  -0.242
C  2.149  -0.984  0.097
C  1.079  0.014  0.117
N  -1.386  1.568  0.190
N  -0.116  -0.418  -0.002
Cl  -3.577  -0.299  0.104
H  -1.635  -0.076  -1.252
H  2.644  -0.952  -0.837
H  3.050  -0.790  0.841
H  1.762  -1.933  0.033
H  1.253  1.052  -0.085
H  -2.158  2.165  -0.285
H  -1.130  1.769  1.119
H  -0.525  -1.409  0.202

For reference, the Löwdin charges in units of e are: -0.419, -0.005, -0.029, 0.082, 0.094, 0.179, 0.101, 0.097, 0.170, 0.063, 0.156, 0.173, 0.108, 0.230

=====

Entry 7:
Density functional theory data (wB97M-V/def2-TZVPD) for a 3-piece molecular cluster, CH8O3 overall in a non-equilibrium geometry.

total charge: +1
relative energy (zero: lowest compared OMol25 entry of this formula, charge and spin): 113.0 kJ/mol
spin multiplicity: 2

Element x y z (Å)
C  -0.393  0.757  -0.609
O  -1.687  0.253  -0.422
H  -0.481  1.820  -0.530
H  0.089  0.151  0.125
H  0.112  0.579  -1.491
H  -2.313  0.784  -0.924
H  -1.842  -2.326  -2.364
H  -0.783  -1.406  -2.029
O  -0.905  -2.106  -2.673
H  2.375  -0.132  3.243
H  3.102  0.869  4.253
O  2.727  0.759  3.422

For reference, the Löwdin charges in units of e are: 0.079, 0.279, 0.162, 0.141, 0.142, 0.177, 0.092, -0.033, -0.039, 0.045, -0.001, -0.044

=====

Entry 8:
Density functional theory data (wB97M-V/def2-TZVPD) for a 7-piece molecular cluster, C4H26N2O7 overall in a non-equilibrium geometry.

total charge: +2
relative energy (zero: lowest compared OMol25 entry of this formula, charge and spin): 307.5 kJ/mol
spin multiplicity: 1

Element x y z (Å)
C  0.652  -1.156  -1.007
O  1.730  -1.488  -1.868
C  1.022  0.272  -0.514
C  -0.157  0.916  0.157
C  0.106  1.214  1.591
N  0.045  -0.049  2.469
N  1.497  1.014  -1.740
H  -0.402  -1.192  -1.631
H  0.673  -1.894  -0.208
H  1.539  -1.642  -2.884
H  1.888  0.274  0.268
H  -1.168  0.538  0.052
H  -0.640  1.911  -0.329
H  -0.596  2.055  2.046
H  1.075  1.790  1.632
H  0.877  -0.671  2.229
H  -0.790  -0.671  2.333
H  -0.146  0.335  3.465
H  1.496  1.970  -1.475
H  2.394  0.594  -1.954
H  0.835  0.938  -2.480
H  3.045  -1.559  1.426
H  2.967  -1.649  2.939
O  2.583  -1.239  2.090
H  -2.664  1.362  3.461
H  -3.098  0.360  2.548
O  -2.271  0.806  2.865
H  2.984  -1.775  -0.693
H  4.172  -2.634  -0.333
O  3.752  -1.813  -0.078
H  -3.263  1.584  0.661
H  -4.679  0.959  0.576
O  -3.810  0.740  0.738
H  -1.290  2.692  -3.093
H  -2.168  1.730  -3.591
O  -1.624  1.895  -2.791
H  -3.488  -1.179  -2.289
H  -2.663  -0.835  -1.074
O  -2.538  -1.103  -1.966

For reference, the Löwdin charges in units of e are: -0.159, -0.134, -0.261, -0.190, -0.183, 0.151, 0.265, 0.172, 0.132, 0.206, 0.174, 0.092, 0.182, 0.162, 0.150, 0.111, 0.164, 0.201, 0.161, 0.173, 0.144, -0.110, 0.144, -0.025, 0.028, 0.083, -0.049, 0.017, 0.082, -0.034, 0.097, 0.023, -0.033, 0.002, 0.085, -0.037, 0.104, -0.021, -0.071